Entry 1:
Density functional theory data (ωB97M-V/def2-TZVPD) for a structure of composition C61H71MnN5OTe.

Atoms and positions in Å:
Mn 1.47 0.71 0.17
C 6.19 -0.43 4.98
C 4.74 -0.50 4.51
C 4.44 -0.14 3.08
C 5.26 0.25 2.03
C 6.73 0.53 1.95
C 7.05 2.02 2.07
C 4.40 0.49 0.90
C 4.83 0.76 -0.43
C 3.95 0.85 -1.47
C 4.31 0.95 -2.90
C 5.72 1.01 -3.40
C 6.23 2.45 -3.50
C 3.19 0.99 -3.62
C 2.00 0.98 -2.68
C 1.24 2.28 -2.80
C 0.52 2.83 -1.81
N 0.41 2.32 -0.53
C -0.70 2.87 0.02
C -1.31 2.42 1.16
C -0.78 1.41 2.00
N 0.43 0.84 1.83
C 0.68 0.06 2.96
C 1.95 -0.35 3.31
C 3.11 -0.10 2.59
N 3.11 0.29 1.25
C -0.47 0.09 3.80
C -1.38 0.93 3.20
C -2.76 1.29 3.67
C -2.80 2.59 4.49
C -0.63 -0.68 5.08
C -0.15 0.10 6.31
C -1.22 3.93 -0.87
C -0.46 3.93 -1.97
C -0.47 4.74 -3.24
C -1.52 5.83 -3.38
C -2.39 4.78 -0.45
C -1.98 5.86 0.56
N 2.60 0.83 -1.37
C 3.03 0.99 -5.10
C 2.99 -0.43 -5.68
H 6.25 -0.69 6.04
H 6.60 0.58 4.87
H 6.83 -1.12 4.44
H 4.13 0.15 5.15
H 4.37 -1.52 4.70
H 7.11 0.16 0.99
H 7.28 -0.02 2.72
H 6.57 2.58 1.26
H 8.13 2.21 2.03
H 6.67 2.42 3.01
H 5.89 0.79 -0.63
H 5.77 0.53 -4.39
H 6.37 0.44 -2.74
H 5.63 3.03 -4.19
H 7.27 2.49 -3.83
H 6.17 2.94 -2.52
H 1.21 2.74 -3.78
H -2.24 2.88 1.47
H 2.07 -0.82 4.28
H -3.16 0.47 4.27
H -3.42 1.39 2.81
H -2.22 2.49 5.41
H -3.83 2.86 4.76
H -2.37 3.42 3.92
H -0.09 -1.62 5.00
H -1.69 -0.93 5.21
H 0.91 0.35 6.22
H -0.29 -0.48 7.22
H -0.69 1.04 6.41
H -0.58 4.04 -4.07
H 0.53 5.18 -3.35
H -2.53 5.42 -3.39
H -1.37 6.37 -4.32
H -1.45 6.56 -2.57
H -3.14 4.14 0.00
H -2.86 5.25 -1.31
H -1.49 5.41 1.43
H -2.85 6.42 0.92
H -1.28 6.56 0.11
H 3.85 1.55 -5.56
H 2.11 1.51 -5.37
H 3.96 -0.92 -5.57
H 2.72 -0.42 -6.73
H 2.25 -1.03 -5.13
C -7.26 -4.01 3.43
C -6.08 -3.42 2.71
C -6.18 -2.23 2.01
C -5.09 -1.67 1.34
C -5.30 -0.36 0.62
C -3.85 -2.33 1.37
Te -2.14 -1.36 0.45
N 0.09 -0.42 -0.94
C 0.04 -0.31 -2.17
O 1.19 -0.13 -3.03
C -1.19 -0.30 -3.02
C -1.28 -1.02 -4.20
C -2.42 -0.92 -5.00
C -3.46 -0.08 -4.62
C -3.36 0.65 -3.44
C -2.24 0.53 -2.64
C -1.65 -3.01 -0.79
C -0.44 -3.68 -0.61
C 0.53 -3.35 0.50
C -0.09 -4.70 -1.49
C -0.91 -5.08 -2.54
C -0.52 -6.18 -3.49
C -2.12 -4.40 -2.70
C -2.50 -3.37 -1.85
C -3.80 -2.66 -2.14
C -3.73 -3.52 2.09
C -2.41 -4.24 2.22
C -4.84 -4.05 2.74
H -8.19 -3.53 3.12
H -7.17 -3.88 4.51
H -7.35 -5.08 3.24
H -7.14 -1.72 1.97
H -6.36 -0.13 0.55
H -4.88 -0.38 -0.39
H -4.81 0.46 1.14
H -0.46 -1.67 -4.50
H -2.49 -1.50 -5.91
H -4.34 0.01 -5.25
H -4.17 1.31 -3.15
H -2.16 1.09 -1.71
H 0.01 -3.10 1.43
H 1.14 -2.49 0.23
H 1.20 -4.20 0.68
H 0.86 -5.21 -1.35
H 0.46 -6.58 -3.23
H -0.48 -5.82 -4.52
H -1.24 -7.00 -3.46
H -2.77 -4.67 -3.52
H -4.26 -3.08 -3.03
H -3.62 -1.60 -2.30
H -4.50 -2.75 -1.31
H -1.68 -3.60 2.73
H -1.99 -4.49 1.25
H -2.52 -5.16 2.79
H -4.74 -4.99 3.28

Summary:
2S+1 ... 5
Total charge ... -1
HOMO energy (spin up / spin down) ... -3.189 / -3.262 eV
Energy above the lowest of the compared OMol25 structures with the same formula, charge and spin ... 0.000 eV

Here are the Mulliken charges for atoms 1 to 6, given in e: number 1, Mn, carries -0.912; number 2, C, carries -1.691; number 3, C, carries -0.180; number 4, C, carries 1.218; number 5, C, carries 0.805; number 6, C, carries -1.002

Entry 2:
Density functional theory data (ωB97M-V/def2-TZVPD) for a cluster of 5 separate species, C35H58FN2O9 in total in a non-equilibrium geometry.

Atoms and positions in Å:
C 1.47 -5.17 0.33
C 1.16 -4.12 1.39
C -0.35 -3.91 1.56
C -0.71 -2.58 2.20
C -0.45 -1.36 1.28
C -1.75 -0.91 0.60
C -1.61 0.03 -0.63
C -0.37 -0.12 -1.47
C -0.05 -1.34 -2.11
C -0.96 -2.53 -2.17
C -1.74 -2.56 -3.51
C -3.00 -1.71 -3.60
C -4.05 -2.02 -2.54
N -4.76 -0.81 -2.08
C 1.15 -1.48 -2.81
C 1.99 -0.39 -2.91
F 3.13 -0.41 -3.56
N 1.67 0.77 -2.34
C 0.52 0.95 -1.64
C 0.35 2.36 -1.15
C 0.20 3.38 -2.30
C -1.16 3.36 -2.96
O -1.67 2.05 -3.18
H 2.53 -5.24 0.11
H 0.93 -4.96 -0.60
H 1.16 -6.15 0.66
H 1.54 -4.52 2.33
H 1.68 -3.19 1.15
H -0.72 -4.73 2.18
H -0.82 -4.04 0.58
H -1.73 -2.59 2.56
H -0.05 -2.48 3.07
H -0.12 -0.55 1.92
H 0.32 -1.65 0.57
H -2.39 -1.75 0.35
H -2.31 -0.34 1.34
H -1.72 1.04 -0.28
H -2.46 -0.15 -1.27
H -1.60 -2.61 -1.31
H -0.32 -3.41 -2.16
H -1.05 -2.23 -4.29
H -1.97 -3.60 -3.74
H -2.71 -0.66 -3.60
H -3.44 -1.89 -4.58
H -3.62 -2.51 -1.67
H -4.80 -2.69 -2.95
H -5.76 -0.94 -2.11
H -4.51 0.00 -2.63
H 1.42 -2.40 -3.30
H 2.31 1.54 -2.47
H -0.46 2.44 -0.44
H 1.26 2.62 -0.61
H 1.01 3.24 -3.02
H 0.34 4.36 -1.85
H -1.89 3.91 -2.37
H -1.09 3.88 -3.92
H -1.38 1.75 -4.04
O 0.46 1.73 1.88
C 1.01 2.76 2.18
O 0.66 3.94 1.64
C 1.58 4.97 2.10
C 2.16 4.43 3.39
C 2.18 2.93 3.12
H 2.34 5.12 1.34
H 1.02 5.90 2.23
H 3.14 4.85 3.62
H 1.50 4.65 4.23
H 3.09 2.61 2.61
H 2.03 2.34 4.02
O 4.92 1.25 4.59
C 4.47 0.19 4.92
O 5.14 -0.67 5.71
C 4.41 -1.91 5.84
C 2.96 -1.55 5.52
C 3.15 -0.42 4.51
H 4.83 -2.63 5.13
H 4.54 -2.29 6.85
H 2.38 -2.39 5.15
H 2.47 -1.17 6.41
H 3.23 -0.79 3.49
H 2.36 0.32 4.56
O -8.31 -3.10 -1.71
C -8.11 -3.32 -2.87
O -6.86 -3.58 -3.36
C -6.91 -3.70 -4.79
C -8.35 -4.04 -5.12
C -9.11 -3.33 -4.01
H -6.60 -2.74 -5.22
H -6.20 -4.46 -5.10
H -8.64 -3.74 -6.13
H -8.50 -5.12 -5.03
H -9.34 -2.29 -4.27
H -10.02 -3.84 -3.71
O 3.96 6.87 1.53
C 4.93 6.24 1.82
O 5.01 4.90 1.62
C 6.25 4.39 2.17
C 7.18 5.59 2.22
C 6.21 6.74 2.46
H 6.04 3.98 3.16
H 6.61 3.59 1.52
H 7.96 5.49 2.97
H 7.67 5.72 1.25
H 6.01 6.89 3.53
H 6.52 7.68 2.01

Summary:
Total charge ... +1
HOMO energy ... -10.992 eV

Here are the Mulliken charges for atoms 1 to 6, given in e: number 1, C, carries -1.411; number 2, C, carries -0.160; number 3, C, carries -0.735; number 4, C, carries -0.927; number 5, C, carries 0.837; number 6, C, carries -1.678

Entry 3:
Density functional theory data (ωB97M-V/def2-TZVPD) for a structure of composition C21H52AsBF6N2NaO3Sn in a non-equilibrium geometry.

Atoms and positions in Å:
Na -5.58 -1.85 2.96
Sn -6.13 1.69 -0.31
B -7.02 -0.47 1.64
H -7.78 0.37 1.23
H -6.15 0.02 2.24
H -7.59 -1.10 2.43
H -6.62 -1.18 0.81
As -2.60 -0.29 0.98
F -3.67 0.46 -0.25
F -3.30 0.71 2.21
F -1.53 -1.02 2.12
F -1.94 -1.31 -0.28
F -1.35 0.87 0.71
F -3.89 -1.45 1.22
C 0.67 2.44 3.80
C 1.09 2.32 2.32
N 2.47 2.56 2.05
C 2.69 2.47 0.61
C 3.93 3.16 0.08
C 3.48 1.86 2.83
C 3.50 0.34 2.72
H -0.27 2.96 3.98
H 1.43 3.01 4.34
H 0.58 1.45 4.24
H 0.74 1.34 1.93
H 0.34 2.95 1.82
H 2.65 1.47 0.15
H 1.86 3.00 0.13
H 4.81 2.57 0.33
H 3.92 2.98 -1.00
H 4.02 4.22 0.32
H 3.37 2.16 3.88
H 4.40 2.40 2.62
H 4.28 -0.04 2.06
H 2.54 -0.10 2.43
H 3.74 -0.12 3.68
C 4.10 -4.85 0.58
C 3.54 -4.22 -0.73
N 3.39 -2.78 -0.66
C 2.21 -2.29 0.02
C 0.90 -2.85 -0.54
C 4.61 -2.03 -0.39
C 4.59 -0.68 -1.12
H 5.18 -4.66 0.59
H 3.98 -5.92 0.47
H 3.64 -4.39 1.45
H 4.14 -4.52 -1.59
H 2.58 -4.69 -0.89
H 2.19 -2.37 1.11
H 2.09 -1.25 -0.28
H 0.73 -2.62 -1.60
H 0.83 -3.94 -0.53
H 0.02 -2.46 -0.05
H 5.47 -2.56 -0.79
H 4.66 -1.88 0.70
H 4.49 -0.84 -2.19
H 5.51 -0.11 -1.03
H 3.76 -0.03 -0.85
C 1.91 -0.45 -4.24
C 1.57 0.48 -3.10
O 2.38 1.30 -2.72
C 0.24 0.33 -2.39
H 1.00 -0.79 -4.73
H 2.32 -1.37 -3.80
H 2.60 -0.02 -4.95
H -0.60 0.22 -3.09
H 0.07 1.27 -1.87
H 0.34 -0.52 -1.71
C -4.84 -2.75 -1.73
C -5.37 -1.69 -2.66
O -6.33 -0.98 -2.38
C -4.61 -1.45 -3.94
H -4.07 -2.28 -1.13
H -4.42 -3.55 -2.35
H -5.66 -3.24 -1.20
H -3.55 -1.35 -3.67
H -4.91 -0.47 -4.30
H -4.69 -2.18 -4.75
C -3.35 3.73 1.69
C -3.11 3.83 0.21
O -3.95 3.44 -0.60
C -1.86 4.52 -0.25
H -3.27 4.71 2.15
H -2.51 3.16 2.09
H -4.30 3.22 1.84
H -1.04 3.80 -0.20
H -1.65 5.37 0.38
H -2.04 4.84 -1.27

Summary:
Total charge ... +1
HOMO energy ... -9.298 eV
Energy above the lowest of the compared OMol25 structures with the same formula, charge and spin ... 0.000 eV

Here are the Mulliken charges for atoms 1 to 6, given in e: number 1, Na, carries 0.843; number 2, Sn, carries 1.299; number 3, B, carries 0.393; number 4, H, carries -0.305; number 5, H, carries -0.248; number 6, H, carries -0.067

Entry 4:
Density functional theory data (ωB97M-V/def2-TZVPD) for a cluster of 2 separate species, C5H10N5O2S2 in total in a non-equilibrium geometry.

Atoms and positions in Å:
C -1.34 -1.38 0.65
C 3.23 -0.33 -0.90
C 2.28 0.98 1.15
C 2.06 -0.13 0.06
C 1.04 -0.96 0.08
N -2.19 -0.88 1.57
N -1.43 -0.14 2.39
N -0.27 -0.09 1.94
N -0.14 -0.83 0.80
N -2.31 0.42 -1.93
O -2.49 2.68 -0.88
O -3.80 0.60 0.01
S -1.68 -2.50 -0.49
S -2.36 1.28 -0.43
H 4.05 -1.02 -0.65
H 2.94 -0.69 -1.93
H 3.61 0.72 -0.92
H 1.19 1.43 1.27
H 2.64 0.42 2.07
H 2.96 1.64 0.74
H -3.63 0.04 0.83
H 0.86 -1.68 -0.65
H -2.60 -0.59 -2.10
H -2.62 1.02 -2.68

Summary:
Total charge ... -1
HOMO energy ... -4.111 eV
Energy above the lowest of the compared OMol25 structures with the same formula, charge and spin ... 0.077 eV

Here are the natural (NBO) charges for atoms 1 to 6, given in e: number 1, C, carries 0.159; number 2, C, carries -0.637; number 3, C, carries -0.654; number 4, C, carries 0.002; number 5, C, carries -0.032; number 6, N, carries -0.456

Entry 5:
Density functional theory data (ωB97M-V/def2-TZVPD) for a cluster of 2 separate species, C36H33F3N2O3S in total in a non-equilibrium geometry.

Atoms and positions in Å:
C 3.79 -1.88 -2.37
N 2.98 -0.72 -2.08
C 2.64 0.19 -3.04
O 3.06 0.21 -4.19
C 1.63 1.15 -2.42
C 0.33 1.24 -3.22
C -0.30 -0.12 -3.33
C 0.00 -0.99 -4.39
C -0.51 -2.29 -4.39
C -1.27 -2.75 -3.32
C -1.58 -1.88 -2.26
C -1.19 -0.55 -2.34
N 1.44 0.58 -1.08
C 0.37 0.88 -0.32
C -0.01 0.12 0.78
C -1.16 0.37 1.53
C -1.20 0.02 2.93
C -1.86 0.85 3.86
C -1.48 0.85 5.19
C -0.56 -0.10 5.66
C -0.07 -1.09 4.79
C -0.42 -1.06 3.44
C 2.25 -0.62 -0.83
C 3.15 -0.54 0.37
C 4.22 0.28 0.39
C 5.21 0.35 1.46
C 6.31 1.23 1.34
C 7.27 1.32 2.34
C 7.16 0.52 3.49
C 6.08 -0.37 3.62
C 5.12 -0.46 2.61
H 4.17 -1.80 -3.39
H 4.63 -1.94 -1.66
H 3.19 -2.80 -2.26
H 2.13 2.13 -2.33
H -0.34 1.95 -2.73
H 0.60 1.62 -4.21
H 0.65 -0.63 -5.19
H -0.29 -2.95 -5.23
H -1.64 -3.78 -3.29
H -2.16 -2.23 -1.40
H -1.57 0.18 -1.62
H -0.17 1.80 -0.59
H 0.66 -0.69 1.09
H -1.95 1.01 1.13
H -2.60 1.56 3.48
H -1.90 1.60 5.87
H -0.23 -0.08 6.70
H 0.59 -1.87 5.16
H -0.05 -1.83 2.75
H 1.60 -1.51 -0.70
H 2.88 -1.17 1.22
H 4.39 0.95 -0.46
H 6.38 1.85 0.44
H 8.11 2.01 2.24
H 7.91 0.59 4.28
H 5.99 -1.00 4.50
H 4.28 -1.16 2.70
F -7.60 0.77 2.59
C -6.58 0.14 1.98
F -6.14 -0.87 2.76
F -7.03 -0.38 0.80
S -5.20 1.36 1.63
C -4.08 0.42 0.69
C -4.11 0.58 -0.74
C -4.38 -0.52 -1.60
C -4.42 -0.35 -2.98
C -4.18 0.91 -3.54
C -3.88 2.00 -2.71
C -3.87 1.85 -1.33
O -5.82 2.38 0.81
O -4.66 1.67 2.93
H -3.88 -0.55 1.15
H -4.58 -1.49 -1.13
H -4.63 -1.21 -3.61
H -4.24 1.04 -4.62
H -3.68 2.98 -3.14
H -3.68 2.70 -0.67

Summary:
HOMO energy ... -6.407 eV

Here are the Mulliken charges for atoms 1 to 6, given in e: number 1, C, carries -1.094; number 2, N, carries 0.382; number 3, C, carries 0.238; number 4, O, carries -0.683; number 5, C, carries 0.328; number 6, C, carries -1.482

Entry 6:
Density functional theory data (ωB97M-V/def2-TZVPD) for a cluster of 2 separate species, C9H14O in total in a non-equilibrium geometry.

Atoms and positions in Å:
C -1.80 1.74 -1.14
C -1.58 0.28 -0.89
C -2.06 -0.65 -1.77
C -1.63 -1.97 -1.71
C -0.69 -2.23 -0.70
O 0.03 -3.45 -0.86
C -0.36 -1.43 0.43
C -0.75 -0.04 0.18
H -2.16 2.32 -0.33
H -2.61 1.71 -1.91
H -1.05 2.35 -1.62
H -2.63 -0.28 -2.68
H -1.91 -2.71 -2.55
H 0.52 -3.73 -0.09
H 0.23 -1.78 1.26
H -0.46 0.67 0.98
C 2.68 1.73 1.25
C 2.05 0.57 2.05
H 2.43 1.62 0.25
H 2.40 2.82 1.57
H 3.69 1.56 1.21
H 2.42 0.53 3.08
H 2.22 -0.38 1.67
H 1.02 0.73 2.31

Summary:
HOMO energy ... -8.393 eV
Energy above the lowest of the compared OMol25 structures with the same formula, charge and spin ... 1.795 eV
SMILES ... Cc1ccc(O)cc1.CC

Here are the natural (NBO) charges for atoms 1 to 6, given in e: number 1, C, carries -0.640; number 2, C, carries 0.006; number 3, C, carries -0.209; number 4, C, carries -0.277; number 5, C, carries 0.305; number 6, O, carries -0.706

Result set for calculated total energy: -112525.5592 -61357.0165 -119805.2312 -38562.2207 -65974.4350 -11605.8418 eV, one per record in the order listed.